(1)
ORCA calculation (ωB97M-V/def2-TZVPD) on a single C4H4N2OS molecule in a non-equilibrium geometry.

The geometry in XYZ format:
```
12
Properties=species:S:1:pos:R:3:forces:R:3
N -3.8320 0.2854 -0.1632 1.75 -0.75 -0.49
C -2.7852 -0.1979 -0.3349 1.43 -0.52 0.47
C -1.3627 -0.8781 -0.4043 -3.18 -1.05 1.68
C -0.3459 -0.2615 0.2433 2.30 0.05 -0.38
N -0.1403 1.0035 0.8633 -0.79 0.17 -2.92
S 1.3819 -1.1659 0.2228 -1.22 0.72 0.50
C 2.7569 -0.0431 -0.1168 -2.81 3.66 -4.11
O 2.6302 1.1362 -0.6911 1.31 -6.01 3.71
H -1.4791 -2.0663 -0.4596 0.75 2.98 -0.40
H -1.0020 1.6122 0.7631 1.14 -0.96 0.22
H 0.6016 1.4043 0.2046 -0.81 0.01 1.54
H 3.5764 -0.8288 -0.1271 0.13 1.71 0.18
```
Forces are in eV/Å.

total charge = 0
Kohn-Sham gap = 0.34020 hartree
HOMO energy = -9.897 eV
2S+1 = 1

---

(2)
ORCA calculation (ωB97M-V/def2-TZVPD) on a single C4H4N2OS molecule in a non-equilibrium geometry.

The geometry in XYZ format:
```
12
Properties=species:S:1:pos:R:3:forces:R:3
N 2.8027 0.7529 -0.6288 -0.54 -0.56 -0.06
C 1.8324 0.1394 -0.7829 0.79 0.92 0.14
C 0.6007 -0.5114 -0.9923 -0.42 -0.04 0.47
C -0.5354 -0.1581 -0.3359 0.39 -0.30 -0.69
N -1.7550 -0.6899 -0.6103 0.12 0.17 0.38
O -0.5992 0.7899 0.6411 -0.33 -0.04 -0.34
C 0.2762 0.7225 1.6667 0.52 -0.11 0.66
S 0.2728 1.7876 2.8661 0.03 -0.26 -0.32
H 0.5818 -1.3139 -1.7081 -0.14 -0.09 -0.13
H -2.5568 -0.2288 -0.2200 -0.06 0.02 0.04
H -1.8701 -1.1437 -1.4929 -0.11 -0.09 -0.22
H 0.9498 -0.1464 1.5974 -0.26 0.38 0.08
```
Forces are in eV/Å.

total charge = 0
Kohn-Sham gap = 0.33352 hartree
HOMO energy = -9.189 eV
2S+1 = 1

---

(3)
ORCA calculation (ωB97M-V/def2-TZVPD) on a single C4H4N2S molecule in a non-equilibrium geometry.

The geometry in XYZ format:
```
11
Properties=species:S:1:pos:R:3:forces:R:3
C -0.0663 -1.6193 -1.4306 0.80 0.15 0.93
C -0.2564 -0.8790 -0.1373 -1.43 -1.28 0.37
N -1.0677 -1.2946 0.8160 1.83 1.08 -2.11
N -1.1275 -0.2622 1.7930 1.75 2.23 0.25
C -0.2843 0.7120 1.5116 -1.43 -3.13 -1.59
C 0.3445 0.4595 0.1498 -0.55 0.62 -0.32
S 1.0790 1.4167 -0.9777 -0.75 -1.03 1.74
H -0.5761 -2.5630 -1.3968 -0.14 -0.49 0.18
H 1.0176 -1.7734 -1.5629 -0.44 -0.01 -0.29
H -0.4715 -1.0703 -2.2666 0.08 0.39 -0.23
H -0.2920 1.5978 2.0455 0.27 1.49 1.08
```
Forces are in eV/Å.

total charge = 0
Kohn-Sham gap = 0.26079 hartree
HOMO energy = -9.625 eV
2S+1 = 1

---

(4)
ORCA calculation (ωB97M-V/def2-TZVPD) on 2 unconnected molecules or ions with the total composition C4H4N2S in a non-equilibrium geometry.

The geometry in XYZ format:
```
11
Properties=species:S:1:pos:R:3:forces:R:3
C -0.2941 1.0477 -1.7107 0.52 -0.44 -1.01
C 0.5391 0.4365 -0.9297 2.22 -1.49 2.19
C 1.6526 -0.2654 -0.4035 -3.04 2.06 -1.16
N 0.8475 0.1017 0.4966 0.21 0.90 -0.62
H -1.1031 1.4960 -1.1850 -0.91 0.55 -0.60
H -0.0449 0.9513 -2.7870 -0.88 0.63 0.77
H 2.5466 -0.6895 -0.6097 2.69 -1.57 -0.04
N -1.2647 -0.3088 2.3991 -0.11 -0.93 -0.34
C -0.9193 -1.0414 1.5107 -1.57 -0.15 2.05
S -0.8898 -2.3606 0.7193 0.36 -1.58 -1.52
H -1.0700 0.6326 2.4999 0.50 2.02 0.29
```
Forces are in eV/Å.

total charge = 0
Kohn-Sham gap = 0.33452 hartree
HOMO energy = -9.155 eV
2S+1 = 1

---

(5)
ORCA calculation (ωB97M-V/def2-TZVPD) on 2 unconnected molecules or ions with the total composition C4H4N2S in a non-equilibrium geometry.

The geometry in XYZ format:
```
11
Properties=species:S:1:pos:R:3:forces:R:3
N -1.2556 -1.5930 0.4976 -1.86 -1.38 2.58
C -0.1574 -1.2389 0.2079 2.57 0.49 -0.80
N 0.9100 -0.9678 -0.3439 -1.91 -1.29 0.32
C 2.1024 -0.3859 -0.1988 -0.49 1.12 -0.13
S 2.6023 0.4169 1.1168 0.44 -0.15 0.12
H -1.5193 -1.9933 1.4569 0.56 1.00 -2.16
H 2.5832 -0.3667 -1.1682 0.72 -0.03 0.10
C -0.7816 1.7566 -0.3337 -1.87 -1.08 -0.34
C -1.8967 1.3070 -0.3808 7.77 2.41 0.29
H 0.2290 1.9210 -0.4523 1.47 0.55 0.12
H -2.8164 1.1441 -0.4015 -7.40 -1.64 -0.11
```
Forces are in eV/Å.

total charge = 0
Kohn-Sham gap = 0.31101 hartree
HOMO energy = -8.961 eV
2S+1 = 1

---

(6)
ORCA calculation (ωB97M-V/def2-TZVPD) on a single C4H4N2S molecule in a non-equilibrium geometry.

The geometry in XYZ format:
```
11
Properties=species:S:1:pos:R:3:forces:R:3
H 0.1890 1.1481 1.9427 -0.35 0.09 -1.04
N -0.7898 0.9980 1.6687 -1.53 0.15 2.02
C -1.0603 -0.0586 1.0450 1.67 1.68 -0.86
C -2.5139 -0.7187 1.1728 3.35 -3.73 2.35
S -4.0840 -0.7723 0.9031 0.62 1.14 -0.60
C 0.3054 -0.5698 0.2502 -2.60 -2.01 -0.04
C -0.2624 -1.0819 -0.9862 0.88 1.05 0.86
N -0.9910 -1.4949 -1.7488 -1.03 -0.87 -1.81
H -2.1543 -1.7000 1.9252 -0.77 2.52 -1.92
H 0.6059 -1.5127 0.6919 0.66 0.06 0.69
H 1.1386 0.1429 0.1342 -0.90 -0.08 0.34
```
Forces are in eV/Å.

total charge = 0
Kohn-Sham gap = 0.30340 hartree
HOMO energy = -9.053 eV
2S+1 = 1

---

(7)
ORCA calculation (ωB97M-V/def2-TZVPD) on a single C4H4N2S2 molecule in a non-equilibrium geometry.

The geometry in XYZ format:
```
12
Properties=species:S:1:pos:R:3:forces:R:3
S 2.8723 -1.1687 -0.1161 0.68 0.05 0.18
C 1.5431 -0.2855 0.1609 -4.05 0.06 -0.23
C 0.1413 -0.8582 0.3828 0.21 -1.61 -0.35
C -1.0036 -0.1540 0.1593 -0.53 -1.07 0.12
S -2.6190 -0.9681 -0.1646 1.20 -0.22 0.35
C -0.9160 1.2481 0.0770 1.25 2.91 -0.19
N 0.2983 1.8048 -0.0941 -2.22 0.19 0.41
N 1.4028 1.0964 -0.0581 4.13 -0.21 -2.82
H -0.1332 -1.9732 0.4923 1.69 1.69 -0.14
H -2.1937 -2.2905 -0.2990 -0.09 1.34 0.20
H -1.7808 2.0230 0.1773 1.66 -1.77 -0.52
H 2.3885 1.5259 -0.7176 -3.92 -1.37 3.00
```
Forces are in eV/Å.

total charge = 0
Kohn-Sham gap = 0.30134 hartree
HOMO energy = -8.427 eV
2S+1 = 1

---

(8)
ORCA calculation (ωB97M-V/def2-TZVPD) on a molecular structure, C4H4N3O2S in a non-equilibrium geometry.

The geometry in XYZ format:
```
14
Properties=species:S:1:pos:R:3:forces:R:3
C -0.4308 0.3665 -0.8337 0.65 0.60 0.31
C 0.4371 0.2064 0.2366 -0.37 0.34 -0.33
C -1.2745 -1.6005 -0.0379 4.83 2.32 2.33
C -0.4626 -2.6920 2.2438 -0.86 -0.32 -0.33
N 0.2426 -0.9645 0.8407 -4.81 -2.50 -3.41
N -1.3610 -0.6475 -0.9170 -0.35 -0.54 0.16
N 0.3408 -1.6397 1.9888 1.15 0.87 0.90
O -0.4745 -3.4536 3.1399 0.15 -0.02 0.05
O 1.4171 0.9987 0.6461 0.14 -0.01 0.19
S -1.7876 -2.8800 0.8628 -0.25 -0.51 0.29
H -0.4300 1.1586 -1.5566 0.01 0.01 -0.10
H -2.0710 -0.6405 -1.6470 0.06 -0.06 0.17
H 1.1589 -1.5008 2.5848 -0.25 -0.10 -0.22
H 1.5401 1.7740 0.0806 -0.10 -0.09 0.01
```
Forces are in eV/Å.

total charge = +1
Kohn-Sham gap = 0.29577 hartree
HOMO energy = -12.649 eV
2S+1 = 1

---

(9)
ORCA calculation (ωB97M-V/def2-TZVPD) on 2 unconnected molecules or ions with the total composition C4H4N4 in a non-equilibrium geometry.

The geometry in XYZ format:
```
12
Properties=species:S:1:pos:R:3:forces:R:3
N -0.8420 -2.4895 -0.4125 0.23 -0.26 -0.11
C -1.2548 -1.4325 -0.2088 0.04 -0.05 -0.03
N -1.7976 -0.3000 0.0769 -0.86 0.94 0.36
C -1.9038 0.9079 0.1480 0.38 -0.94 -0.27
N -2.1163 2.0785 0.0997 -0.28 1.01 0.60
H -2.1857 2.8055 0.8147 0.16 -0.67 -0.56
C 1.9430 -0.6306 0.2753 -0.41 0.44 -3.96
C 1.2992 0.4729 -0.4758 0.01 0.12 -0.44
N 0.7286 1.1098 -1.2479 0.23 0.15 0.47
H 2.2117 -0.3205 1.2354 0.42 -0.03 1.50
H 1.1021 -1.3383 0.1302 1.12 -0.53 0.89
H 2.8156 -0.8633 -0.4351 -1.04 -0.19 1.56
```
Forces are in eV/Å.

total charge = 0
Kohn-Sham gap = 0.40085 hartree
HOMO energy = -10.345 eV
2S+1 = 1

---

(10)
ORCA calculation (ωB97M-V/def2-TZVPD) on a single C4H4N4 molecule in a non-equilibrium geometry.

The geometry in XYZ format:
```
12
Properties=species:S:1:pos:R:3:forces:R:3
C 1.4224 0.9865 -0.0257 1.62 -1.05 0.52
N 2.0730 -0.1410 -0.3423 -2.62 3.59 2.01
N 1.1747 -1.1577 -0.0696 0.10 -2.97 -1.25
C 0.0597 -0.6836 0.2416 -1.28 0.17 1.72
N -1.2195 -1.1511 0.1448 -0.71 -0.99 -0.26
C -1.8666 -0.0800 -0.2115 -6.17 -7.44 -1.24
N -1.2233 1.0170 -0.3478 3.21 2.17 1.13
C -0.0740 0.7721 0.5570 3.48 0.53 0.21
H 2.1366 1.7776 0.0554 -0.43 1.19 -0.10
H -3.0141 -0.4420 -0.5427 2.95 2.25 0.87
H -1.6861 1.8581 -0.3731 -1.10 2.28 0.00
H -0.3200 0.8665 1.7969 0.96 0.27 -3.63
```
Forces are in eV/Å.

total charge = 0
Kohn-Sham gap = 0.31945 hartree
HOMO energy = -9.021 eV
2S+1 = 1